1.
{
  "formula": "C3H3ClS",
  "method": "the ωB97M-V functional and the def2-TZVPD basis",
  "symbols": ["C", "S", "C", "C", "Cl", "H", "H", "H"],
  "coordinates": [[1.323, -0.316, 0.353], [0.099, 0.477, 1.472], [-1.133, 0.170, 0.353], [-1.901, 0.799, -0.710], [-3.129, 0.365, -1.712], [0.669, -0.664, -0.504], [1.956, -1.133, 0.848], [2.115, 0.302, -0.099]],
  "homo_energy_ev": -8.640,
  "relative_energy_kcal_mol": 77.04,
  "total_energy_ha": -974.32088,
  "smiles": "CSC#CCl"
}

2.
{
  "formula": "C40H78FO11P2S",
  "method": "the ωB97M-V functional and the def2-TZVPD basis",
  "symbols": ["C", "C", "F", "C", "P", "C", "C", "C", "O", "C", "C", "C", "C", "C", "C", "C", "P", "C", "C", "S", "C", "O", "O", "H", "H", "H", "H", "H", "H", "H", "H", "H", "H", "H", "H", "H", "H", "H", "H", "H", "H", "H", "H", "H", "H", "H", "H", "H", "H", "H", "H", "H", "H", "C", "C", "O", "C", "H", "H", "H", "H", "H", "H", "C", "C", "O", "C", "H", "H", "H", "H", "H", "H", "C", "C", "O", "C", "H", "H", "H", "H", "H", "H", "C", "C", "O", "C", "H", "H", "H", "H", "H", "H", "C", "C", "O", "C", "H", "H", "H", "H", "H", "H", "C", "C", "O", "C", "H", "H", "H", "H", "H", "H", "C", "C", "O", "C", "H", "H", "H", "H", "H", "H", "C", "C", "O", "C", "H", "H", "H", "H", "H", "H"],
  "coordinates": [[4.668, 2.112, 0.032], [3.244, 1.922, -0.466], [2.577, 3.093, -0.180], [2.618, 0.700, 0.174], [0.719, 0.473, 0.011], [0.718, -0.087, -1.831], [0.016, 0.893, -2.769], [0.887, 2.108, -3.040], [-1.236, 1.141, -2.163], [-2.083, 2.133, -2.702], [-2.432, 3.082, -1.592], [-3.697, 3.011, -1.011], [-4.021, 3.828, 0.077], [-3.078, 4.721, 0.574], [-1.818, 4.813, -0.004], [-1.502, 3.985, -1.086], [1.000, -1.698, 0.809], [-0.683, -2.352, 1.122], [1.792, -2.774, -0.475], [0.399, 1.323, 2.213], [1.010, 0.300, 3.561], [0.968, 2.667, 2.377], [-1.058, 1.370, 2.422], [5.052, 3.038, -0.382], [5.282, 1.285, -0.300], [4.674, 2.179, 1.111], [3.334, 1.788, -1.538], [3.139, -0.159, -0.235], [2.873, 0.732, 1.228], [-0.705, 0.248, 0.080], [0.485, 1.845, -0.340], [0.099, -0.977, -1.835], [1.705, -0.307, -2.218], [-0.130, 0.378, -3.724], [0.959, 2.784, -2.204], [0.484, 2.680, -3.873], [1.850, 1.756, -3.380], [-3.006, 1.647, -3.007], [-1.692, 2.637, -3.581], [-4.413, 2.301, -1.382], [-4.980, 3.747, 0.556], [-3.310, 5.334, 1.426], [-1.067, 5.473, 0.385], [-0.511, 4.057, -1.490], [-1.453, -1.711, 0.697], [-0.827, -3.336, 0.691], [-0.870, -2.400, 2.184], [2.077, -3.709, -0.010], [2.684, -2.332, -0.888], [1.109, -3.041, -1.275], [1.007, 0.957, 4.425], [2.022, -0.035, 3.402], [0.322, -0.503, 3.765], [-1.500, -3.399, -6.372], [-1.543, -1.920, -6.062], [-0.888, -1.126, -6.698], [-2.440, -1.492, -4.929], [-0.823, -3.576, -7.204], [-1.149, -3.952, -5.500], [-2.497, -3.754, -6.639], [-2.129, -1.969, -3.999], [-3.473, -1.764, -5.155], [-2.378, -0.413, -4.807], [6.170, -2.782, -1.629], [5.438, -3.825, -2.429], [4.246, -3.737, -2.612], [6.247, -4.985, -2.961], [5.449, -2.037, -1.298], [6.617, -3.263, -0.760], [6.945, -2.289, -2.220], [6.711, -5.522, -2.132], [7.026, -4.621, -3.632], [5.593, -5.663, -3.505], [7.941, -2.900, 2.941], [6.961, -3.877, 2.344], [6.923, -4.109, 1.156], [6.010, -4.571, 3.284], [8.559, -2.480, 2.149], [7.392, -2.102, 3.437], [8.582, -3.404, 3.666], [5.390, -3.842, 3.800], [6.573, -5.147, 4.021], [5.375, -5.244, 2.712], [-5.577, -1.887, 1.523], [-4.456, -1.230, 0.748], [-4.036, -1.715, -0.278], [-3.910, 0.054, 1.321], [-5.887, -2.795, 1.009], [-5.244, -2.142, 2.529], [-6.427, -1.207, 1.582], [-3.502, -0.120, 2.318], [-4.709, 0.797, 1.381], [-3.113, 0.437, 0.686], [4.820, 0.151, 5.243], [5.151, -1.234, 5.731], [5.776, -2.023, 5.055], [4.668, -1.618, 7.107], [5.225, 0.290, 4.244], [3.737, 0.290, 5.212], [5.252, 0.896, 5.912], [3.582, -1.552, 7.147], [5.093, -0.945, 7.853], [4.976, -2.638, 7.327], [0.064, 3.931, 5.553], [1.340, 3.503, 6.227], [2.187, 2.865, 5.653], [1.518, 3.915, 7.676], [0.051, 3.578, 4.521], [-0.792, 3.511, 6.085], [-0.002, 5.021, 5.559], [0.715, 3.496, 8.284], [1.497, 5.003, 7.761], [2.473, 3.548, 8.045], [-5.447, 0.522, -7.812], [-4.559, 1.467, -7.033], [-4.852, 1.828, -5.919], [-3.292, 1.933, -7.709], [-6.315, 0.265, -7.210], [-5.781, 0.996, -8.736], [-4.899, -0.390, -8.056], [-3.533, 2.468, -8.629], [-2.655, 1.078, -7.944], [-2.753, 2.599, -7.040], [-9.824, -0.652, -0.218], [-9.087, 0.066, 0.887], [-8.688, -0.519, 1.866], [-8.867, 1.550, 0.707], [-9.912, -1.706, 0.032], [-10.822, -0.228, -0.340], [-9.278, -0.552, -1.158], [-9.827, 2.063, 0.623], [-8.285, 1.735, -0.197], [-8.327, 1.942, 1.565]],
  "total_charge": -1,
  "homo_energy_ev": -3.238,
  "total_energy_ha": -3579.24578
}

| no. | LUMO energy (eV) | frontier orbital gap (eV) |
| --- | --- | --- |
| 1 | -0.5 | 8.176 |
| 2 | 2.1 | 5.384 |